Entry 1:
# C5H11NSi

A cluster of 2 separate species, C5H11NSi in total (ωB97M-V/def2-TZVPD, the OMol25 dataset).

## Properties
LUMO level (alpha / beta) = -0.1 / -1.4 eV
Relative energy (zero: lowest compared OMol25 entry of this formula, charge and spin) = 486.1 kJ/mol
Kohn-Sham gap (alpha / beta) = 8.997 / 7.694 eV
Highest occupied orbital energy (alpha / beta) = -9.10 / -9.08 eV
2S+1 = 1

Last column: Mulliken charge in e.
Atoms and positions in Å:
1 C -2.5716 0.8011 0.8088  0.344
2 C 0.1181 3.0971 -0.3973  -0.739
3 C -1.2060 -2.2820 -0.4706  -1.154
4 C 1.4529 -0.6550 0.2385  -1.120
5 C -1.2896 0.4171 0.9721  -0.548
6 N -3.6776 1.0812 0.5644  -0.437
7 Si -0.2817 -0.5364 -0.2543  0.455
8 H -0.2832 4.0577 0.0580  0.290
9 H 0.5189 2.2784 0.2876  0.192
10 H 0.1118 2.8893 -1.5081  0.284
11 H -1.3634 -2.3454 -1.5274  0.346
12 H -0.6030 -3.1293 -0.3575  0.395
13 H -2.2776 -2.3546 0.0276  0.257
14 H 1.8871 -1.6072 0.2437  0.377
15 H 1.9055 0.1592 -0.2990  0.369
16 H 1.6739 -0.2229 1.2114  0.386
17 H -0.8794 0.6111 1.9257  0.460
18 H -0.4731 0.2478 -1.4467  -0.157

Cartesian forces, eV/Å:
-1.802 0.342 -0.742
0.135 -0.375 0.324
-1.889 2.320 0.424
0.005 2.027 1.183
1.138 -0.371 0.099
0.226 0.003 0.210
-2.412 -1.994 0.252
0.610 -1.544 -0.829
-0.570 1.492 -1.043
-0.100 0.464 1.602
-0.571 0.248 -0.935
0.897 -1.318 1.127
2.455 0.098 -0.815
0.918 -1.180 -0.637
0.962 -0.330 -1.157
-0.558 -0.326 0.724
0.432 0.272 1.065
0.123 0.170 -0.853

Entry 2:
# C45H62B2F30NO22P

A cluster of 11 separate species, C45H62B2F30NO22P in total (ωB97M-V/def2-TZVPD, the OMol25 dataset).

## Properties
LUMO level = -1.3 eV
Kohn-Sham gap = 6.833 eV
Highest occupied orbital energy = -8.11 eV
2S+1 = 1
SMILES = C#CCCCB([PH2]=N)B(O)O.CCOC(=O)C(F)(F)F.CCOC(=O)C(F)(F)F.CCOC(=O)C(F)(F)F.CCOC(=O)C(F)(F)F.CCOC(=O)C(F)(F)F.CCOC(=O)C(F)(F)F.CCOC(=O)C(F)(F)F.CCOC(=O)C(F)(F)F.CCOC(=O)C(F)(F)F.CCOC(=O)C(F)(F)F

Last column: Mulliken charge in e.
Atoms and positions in Å:
1 C 1.6890 -3.7103 0.6233  -0.474
2 C 0.9849 -3.2391 -0.3613  -0.181
3 C 0.0433 -2.8958 -1.6432  -0.034
4 C 0.9226 -2.5700 -2.9517  -0.615
5 C 1.1247 -3.8143 -3.9577  -0.329
6 B 1.2157 -5.2720 -3.2369  -0.047
7 P 2.9492 -5.8353 -2.5861  0.392
8 N 3.8729 -6.3491 -3.8362  -0.748
9 B -0.1234 -6.2501 -3.1049  0.162
10 O 0.0859 -7.7096 -3.1109  -0.543
11 O -1.5059 -5.8093 -3.0254  -0.153
12 H 2.2297 -4.2878 1.4615  0.376
13 H -0.7966 -3.6595 -1.7964  -0.048
14 H -0.4858 -1.8987 -1.3486  0.420
15 H 1.9127 -2.0849 -2.5906  0.362
16 H 0.3763 -1.7314 -3.5472  0.332
17 H 2.1534 -3.6448 -4.4830  0.212
18 H 0.3484 -3.8756 -4.8039  0.344
19 H 2.8737 -6.9752 -1.6956  0.048
20 H 3.6416 -4.7146 -2.0140  0.043
21 H 4.7132 -5.7420 -3.9155  0.211
22 H -0.3931 -8.0874 -2.3254  0.255
23 H -1.8138 -5.9661 -2.0920  0.108
24 C -4.0833 -9.0236 1.9179  -1.362
25 C -4.5212 -7.5736 1.8438  0.481
26 O -3.3926 -6.6949 1.9771  -0.359
27 C -2.6718 -6.4906 0.8542  0.233
28 O -2.9224 -6.9960 -0.2163  -0.515
29 C -1.5368 -5.5049 1.1154  0.942
30 F -0.8708 -5.7673 2.2617  -0.283
31 F -1.9848 -4.2336 1.2199  -0.269
32 F -0.6153 -5.5062 0.1306  -0.172
33 H -3.5162 -9.2071 2.8343  0.372
34 H -4.9483 -9.6897 1.8970  0.421
35 H -3.4283 -9.2809 1.0817  0.287
36 H -5.1936 -7.3521 2.6762  0.395
37 H -5.0697 -7.3643 0.9218  -0.237
38 C 1.2462 -1.2123 4.4271  -1.195
39 C 2.3695 -1.7900 3.5881  0.125
40 O 3.4667 -0.8664 3.5057  -0.288
41 C 4.3152 -0.8578 4.5595  0.290
42 O 4.1968 -1.5623 5.5321  -0.524
43 C 5.4555 0.1291 4.3184  0.970
44 F 5.0226 1.3147 3.8305  -0.240
45 F 6.3541 -0.3449 3.4239  -0.266
46 F 6.1491 0.4121 5.4393  -0.254
47 H 0.9436 -0.2347 4.0425  0.322
48 H 0.3804 -1.8779 4.4242  0.350
49 H 1.5639 -1.0625 5.4620  0.340
50 H 2.0163 -1.9526 2.5666  0.042
51 H 2.7033 -2.7587 3.9723  0.320
52 C -4.6128 -3.9772 -3.9612  -0.958
53 C -5.9049 -4.6636 -4.3607  -0.340
54 O -6.0888 -5.8748 -3.6099  -0.272
55 C -6.6001 -5.7304 -2.3666  0.312
56 O -6.8972 -4.6698 -1.8728  -0.553
57 C -6.7864 -7.0941 -1.7053  0.884
58 F -5.7150 -7.9041 -1.8704  -0.237
59 F -7.8471 -7.7626 -2.2112  -0.290
60 F -6.9918 -7.0078 -0.3732  -0.245
61 H -3.7669 -4.6634 -4.0587  0.123
62 H -4.4319 -3.1005 -4.5868  0.438
63 H -4.6434 -3.6564 -2.9167  0.282
64 H -5.8565 -4.9505 -5.4139  0.366
65 H -6.7670 -4.0001 -4.2465  0.372
66 C -4.1487 -8.8938 -4.0324  -0.704
67 C -4.8159 -9.9935 -4.8352  -0.508
68 O -4.4618 -9.8945 -6.2236  -0.345
69 C -3.2663 -10.4259 -6.5697  0.419
70 O -2.5102 -10.9576 -5.7941  -0.512
71 C -3.0399 -10.2962 -8.0746  0.840
72 F -3.3584 -9.0681 -8.5435  -0.243
73 F -3.7897 -11.1781 -8.7752  -0.247
74 F -1.7583 -10.5172 -8.4308  -0.240
75 H -4.3829 -7.9133 -4.4554  0.254
76 H -4.4788 -8.9196 -2.9964  0.263
77 H -3.0606 -8.9966 -4.0512  0.395
78 H -5.9014 -9.8811 -4.7785  0.340
79 H -4.5734 -10.9849 -4.4414  0.355
80 C 5.7353 2.6685 1.3532  -0.737
81 C 5.8617 2.5306 -0.1516  -0.331
82 O 5.4683 3.7466 -0.8079  -0.319
83 C 6.4045 4.7208 -0.8617  0.277
84 O 7.5152 4.6218 -0.3984  -0.514
85 C 5.8724 5.9315 -1.6254  1.003
86 F 4.6155 6.2682 -1.2576  -0.279
87 F 5.8294 5.7108 -2.9591  -0.287
88 F 6.6277 7.0358 -1.4461  -0.316
89 H 4.7248 2.9838 1.6265  0.333
90 H 5.9564 1.7221 1.8468  0.080
91 H 6.4206 3.4279 1.7384  0.307
92 H 5.1853 1.7489 -0.5056  0.348
93 H 6.8739 2.2389 -0.4466  0.313
94 C -9.0807 -4.6752 1.7714  -1.009
95 C -8.1731 -5.5108 2.6527  0.199
96 O -7.4150 -4.6720 3.5391  -0.283
97 C -8.0539 -4.2618 4.6593  0.372
98 O -9.1908 -4.5546 4.9378  -0.516
99 C -7.1202 -3.4229 5.5294  0.867
100 F -6.4247 -2.5098 4.8141  -0.243
101 F -6.2030 -4.1868 6.1669  -0.248
102 F -7.7757 -2.7350 6.4866  -0.246
103 H -8.5039 -3.9146 1.2381  0.329
104 H -9.5973 -5.3035 1.0428  0.379
105 H -9.8304 -4.1473 2.3657  0.243
106 H -7.4513 -6.0461 2.0309  -0.147
107 H -8.7357 -6.2629 3.2138  0.351
108 C -14.2138 -2.0059 4.5041  -1.063
109 C -14.8849 -3.1063 3.7052  -0.200
110 O -14.5372 -3.0081 2.3150  -0.334
111 C -13.3439 -3.5391 1.9638  0.395
112 O -12.5835 -4.0701 2.7366  -0.501
113 C -13.1241 -3.4107 0.4580  0.858
114 F -13.4447 -2.1842 -0.0121  -0.254
115 F -13.8759 -4.2925 -0.2400  -0.267
116 F -11.8432 -3.6317 0.0965  -0.212
117 H -14.4501 -1.0257 4.0813  0.302
118 H -14.5407 -2.0306 5.5458  0.366
119 H -13.1261 -2.1088 4.4805  0.286
120 H -15.9700 -2.9939 3.7668  0.319
121 H -14.6404 -4.0973 4.0986  0.301
122 C 7.6509 8.6432 0.7361  -0.535
123 C 8.5775 7.8196 1.6090  -0.261
124 O 9.3565 8.6712 2.4658  -0.332
125 C 8.7435 9.0988 3.5920  0.312
126 O 7.6125 8.8120 3.9008  -0.519
127 C 9.6966 9.9504 4.4276  0.954
128 F 10.3778 10.8525 3.6816  -0.283
129 F 10.6274 9.1983 5.0581  -0.262
130 F 9.0634 10.6555 5.3892  -0.260
131 H 8.2158 9.3953 0.1785  0.292
132 H 7.1174 8.0049 0.0285  -0.090
133 H 6.9153 9.1811 1.3398  0.405
134 H 9.2850 7.2740 0.9799  0.334
135 H 8.0271 7.0769 2.1940  0.340
136 C 9.5776 13.2684 3.3807  -0.916
137 C 8.4999 14.2069 3.8870  -0.290
138 O 8.1068 15.1305 2.8584  -0.306
139 C 7.2167 14.6650 1.9528  0.393
140 O 6.7555 13.5495 1.9656  -0.513
141 C 6.8511 15.7592 0.9519  0.851
142 F 7.9334 16.4342 0.5021  -0.251
143 F 6.0241 16.6826 1.4937  -0.258
144 F 6.2228 15.2787 -0.1416  -0.232
145 H 10.4231 13.8353 2.9807  0.292
146 H 9.9315 12.6249 4.1805  0.339
147 H 9.2038 12.6398 2.5692  0.264
148 H 8.8931 14.8044 4.7131  0.343
149 H 7.6341 13.6584 4.2694  0.299
150 C 7.0941 13.0132 -3.3417  -1.047
151 C 6.1861 12.0318 -4.0574  -0.247
152 O 6.9248 10.8768 -4.4860  -0.335
153 C 7.1387 9.9281 -3.5457  0.334
154 O 6.7541 10.0056 -2.4042  -0.480
155 C 7.8882 8.7398 -4.1453  0.931
156 F 8.9275 9.1189 -4.9234  -0.262
157 F 7.0878 7.9787 -4.9263  -0.273
158 F 8.3986 7.9175 -3.2062  -0.227
159 H 7.9501 13.2728 -3.9704  0.320
160 H 6.5517 13.9261 -3.0868  0.363
161 H 7.4947 12.5807 -2.4215  0.278
162 H 5.7806 12.4982 -4.9584  0.338
163 H 5.3355 11.7406 -3.4342  0.304

Cartesian forces, eV/Å:
-3.103 1.446 -4.273
2.266 -2.817 3.212
0.693 1.586 1.576
-0.555 0.576 -0.179
1.502 -0.027 -0.619
0.285 1.944 -0.489
2.090 -0.823 -1.330
-0.427 0.870 0.731
-2.100 -3.283 -0.436
-0.537 2.415 1.736
2.020 -0.178 1.712
-1.153 1.545 -1.915
1.542 0.852 0.273
0.872 -1.788 -0.422
-1.562 -1.138 -0.727
0.878 -1.485 1.082
-1.748 -0.216 0.729
0.928 0.454 1.454
-0.298 1.055 0.138
-0.763 -0.498 0.539
-0.934 -0.449 -0.093
0.245 0.178 -1.402
-0.090 -0.097 -1.240
0.371 -0.054 -0.093
-0.704 -0.668 0.023
1.080 0.722 -0.947
-1.863 -1.185 0.349
0.780 0.804 0.516
1.664 1.396 0.641
-0.578 -0.238 -0.558
-0.262 -0.773 -0.200
-0.926 -0.622 0.140
-0.176 0.034 -0.001
0.041 0.108 0.010
-0.162 0.022 -0.006
0.324 0.247 -0.002
0.328 0.050 0.072
0.110 0.233 0.283
-0.770 -0.369 -0.021
1.176 0.315 0.529
-1.633 -1.408 0.041
0.606 0.950 -0.756
1.535 1.452 0.021
-0.269 -0.766 0.429
-0.626 -0.195 0.281
-0.729 -0.517 -0.447
-0.025 -0.154 -0.097
0.091 0.030 -0.053
-0.030 -0.136 -0.079
0.311 0.261 0.053
0.154 0.245 0.100
0.160 -0.138 0.324
0.263 0.768 -0.473
-0.632 -0.576 1.186
0.316 1.818 -1.326
0.120 -1.361 0.082
-0.220 -1.842 0.780
-0.646 0.926 0.269
0.413 0.675 -0.018
0.063 0.473 -0.679
-0.065 0.065 -0.119
-0.067 -0.090 0.014
-0.092 0.066 -0.116
-0.063 -0.303 0.244
0.060 -0.214 0.214
0.499 -0.018 -0.212
-0.148 0.127 0.783
0.771 -0.441 -0.902
-0.561 -0.182 2.045
-0.415 0.425 -1.215
0.546 0.279 -2.044
0.023 -0.443 0.592
0.128 0.213 0.701
-0.679 0.024 0.706
-0.130 -0.092 0.113
0.191 -0.176 -0.342
-0.088 -0.088 0.002
0.122 0.004 -0.359
0.153 0.110 -0.228
0.089 0.323 -0.009
0.133 -0.639 0.516
0.493 1.165 -0.545
0.472 -1.904 0.893
-0.952 0.689 -0.601
-0.838 1.720 -1.007
0.605 -0.472 0.129
0.224 -0.342 0.667
-0.392 -1.347 -0.293
0.035 -0.176 -0.062
-0.002 0.140 -0.229
0.037 -0.137 -0.064
-0.061 0.343 -0.164
-0.084 0.285 -0.005
-0.086 0.354 0.153
-0.463 -0.341 -0.626
0.086 0.463 1.198
-1.096 -1.288 -1.304
1.204 0.599 0.214
1.138 1.349 1.182
-0.498 -0.563 -0.010
-0.563 -0.068 -0.472
-0.042 -0.638 -0.722
0.043 -0.200 -0.060
0.067 0.026 0.074
-0.017 -0.211 -0.040
0.168 0.237 0.245
0.055 0.266 0.133
0.323 0.137 -0.143
-0.199 0.086 0.809
0.847 -0.455 -0.917
-0.647 -0.148 2.037
-0.359 0.422 -1.207
0.387 0.332 -2.092
0.059 -0.465 0.622
0.162 0.198 0.723
-0.591 0.005 0.701
-0.125 -0.104 0.076
-0.011 -0.032 -0.105
-0.112 -0.101 0.079
0.138 0.002 -0.363
0.155 0.120 -0.225
-0.154 0.265 0.204
-0.517 -0.370 -0.716
0.113 0.599 1.378
-1.091 -1.382 -1.455
1.181 0.630 0.259
1.221 1.041 1.063
-0.152 -1.625 0.020
-0.604 -0.025 -0.453
-0.077 -0.571 -0.652
0.001 -0.170 -0.049
0.369 0.435 0.566
0.039 -0.113 0.003
0.155 0.214 0.261
0.094 0.253 0.130
-0.200 0.489 -0.242
0.419 -0.510 0.455
-0.963 0.258 -0.997
0.632 -1.297 1.654
0.137 1.223 -0.519
-0.406 1.413 -1.458
-0.272 -0.549 0.429
0.362 -0.641 0.152
0.365 -0.192 0.808
-0.046 0.031 0.140
-0.192 0.652 -0.038
-0.048 0.034 0.171
-0.137 0.212 -0.291
0.003 0.100 -0.277
0.295 -0.134 0.163
-0.298 0.731 0.224
0.320 -1.214 0.331
-1.145 1.705 0.539
0.631 -0.584 -1.011
1.201 -1.653 -0.727
-0.570 0.242 0.440
-0.032 0.627 0.444
-0.427 0.824 -0.254
-0.165 0.043 -0.046
0.009 -0.094 -0.042
-0.164 0.047 -0.028
0.193 -0.327 -0.067
0.248 -0.163 -0.008